DFT (ωB97M-V/def2-TZVPD) results for 2 unconnected molecules or ions with the total composition C11H14N2O.

Atoms and positions in Å:
C1 0.55725 -1.85051 -2.76310
C2 0.55453 -2.34252 -1.34361
C3 -0.15674 -1.61507 -0.38886
C4 -0.29139 -2.08869 0.90884
C5 0.37285 -3.26212 1.25670
O1 0.24245 -3.63450 2.57918
C6 1.20502 -3.92182 0.37886
C7 1.29884 -3.42922 -0.92985
H1 1.38142 -2.27582 -3.34506
H2 0.49469 -0.77854 -2.91810
H3 -0.29278 -2.32933 -3.26597
H4 -0.72850 -0.71929 -0.59842
H5 -0.86464 -1.64930 1.68972
H6 0.91243 -4.24447 2.85913
H7 1.92202 -4.67375 0.65623
H8 2.08122 -3.86532 -1.54066
C8 -1.03589 3.41490 -1.30791
C9 -0.84612 3.64895 0.14625
C10 0.28890 3.82660 0.89879
N1 -0.11653 3.75472 2.20577
C11 -1.41563 3.40752 2.20918
N2 -1.89160 3.36594 0.99081
H9 -1.92606 2.81599 -1.48470
H10 -0.32893 2.71593 -1.75109
H11 -0.99512 4.34480 -1.87285
H12 1.17604 4.39265 0.65491
H13 0.45429 3.82512 3.02994
H14 -2.05204 3.16714 3.04585

Calculated values
HOMO-LUMO gap (eV): 9.153
SMILES: Cc1ccc(O)cc1.Cc1c[nH]cn1
HOMO (eV): -8.3

Atom charges from the natural (NBO) analysis, given in e for atoms 1 to 6: number 1, C, carries -0.624; number 2, C, carries -0.056; number 3, C, carries -0.184; number 4, C, carries -0.257; number 5, C, carries 0.300; number 6, O, carries -0.686



DFT (ωB97M-V/def2-TZVPD) results for 10 unconnected molecules or ions with the total composition C40H45Br10N5O10.

Atoms and positions in Å:
O1 -23.60405 -5.45675 29.62813
N1 -23.99425 -4.36515 30.02492
O2 -25.09185 -4.10315 30.58643
C1 -22.99555 -3.27359 29.80863
C2 -23.32940 -1.98237 30.27511
C3 -22.50491 -0.84509 30.10681
C4 -21.26896 -1.06566 29.39160
C5 -21.00664 -2.32668 28.88291
C6 -21.78461 -3.44178 29.19395
H1 -24.31378 -1.74912 30.65325
H2 -22.63799 0.17499 30.43562
H3 -20.63813 -0.29937 28.96584
H4 -20.10099 -2.39527 28.29853
H5 -21.67065 -4.38465 28.67975
O3 -17.43603 1.33527 33.51213
N2 -16.41484 1.40052 34.25908
O4 -16.39109 2.26267 35.19294
C7 -15.17113 0.57701 34.05802
C8 -13.91555 0.97175 34.51618
C9 -12.81979 0.21768 34.52581
C10 -12.95039 -1.05336 34.05287
C11 -14.20224 -1.53475 33.53670
C12 -15.30153 -0.63904 33.47823
H6 -13.75273 2.00177 34.79719
H7 -11.83478 0.43784 34.91012
H8 -12.10452 -1.72402 34.08631
H9 -14.32662 -2.59648 33.38288
H10 -16.26772 -1.04297 33.21421
O5 -16.33765 0.49958 23.50170
N3 -17.51272 0.22760 23.36719
O6 -17.87590 -0.56811 22.46764
C13 -18.49774 0.69777 24.40861
C14 -19.83645 0.28716 24.27540
C15 -20.78452 0.67406 25.16603
C16 -20.41005 1.50982 26.21240
C17 -19.04618 1.90227 26.39474
C18 -18.10303 1.45086 25.51417
H11 -20.05293 -0.32644 23.41340
H12 -21.81887 0.36398 25.14710
H13 -21.13068 1.92261 26.90282
H14 -18.77155 2.48412 27.26217
H15 -17.10623 1.86370 25.56273
O7 -14.20180 2.02175 29.28917
N4 -15.26238 1.77729 29.82949
O8 -15.88163 2.50333 30.69921
C19 -16.01379 0.54230 29.32108
C20 -17.12741 0.08264 30.07307
C21 -17.78563 -1.06742 29.65571
C22 -17.40890 -1.75155 28.48644
C23 -16.32216 -1.26981 27.76728
C24 -15.56340 -0.19966 28.20056
H16 -17.39435 0.62929 30.96545
H17 -18.63034 -1.45299 30.20725
H18 -17.73708 -2.71006 28.11232
H19 -15.94892 -1.70852 26.85368
H20 -14.79924 0.23556 27.57362
O9 -18.00722 8.54480 40.52960
N5 -18.77979 8.29472 39.61224
O10 -19.84587 8.84519 39.43670
C25 -18.41705 7.08818 38.79906
C26 -17.11419 6.55099 38.92822
C27 -16.62569 5.55526 38.11480
C28 -17.49329 5.11146 37.10834
C29 -18.84490 5.58168 36.90241
C30 -19.26731 6.55888 37.87560
H21 -16.35590 6.96885 39.57382
H22 -15.55998 5.38077 38.12893
H23 -17.03928 4.34379 36.49928
H24 -19.53759 5.32199 36.11556
H25 -20.24796 7.00365 37.79257
Br1 -18.36999 8.25011 34.34941
C31 -18.65025 7.84845 32.39697
C32 -18.01373 6.45942 32.09205
Br2 -17.95497 5.92400 30.12023
H26 -18.02244 8.48153 31.76994
H27 -19.67361 8.03006 32.06859
H28 -18.51778 5.67588 32.65784
H29 -17.00349 6.37078 32.49165
Br3 -21.29265 0.77859 38.22034
C33 -21.12684 1.07947 36.38813
C34 -22.35360 0.31928 35.77210
Br4 -22.43154 0.60037 33.76062
H30 -20.15888 0.88648 35.92561
H31 -21.21451 2.16482 36.33890
H32 -23.22724 0.67398 36.31892
H33 -22.36913 -0.75834 35.93523
Br5 -20.30382 8.23201 26.14104
C35 -20.45603 7.67927 28.07974
C36 -21.21821 6.44053 28.38029
Br6 -21.51884 6.36216 30.37670
H34 -21.03573 8.52973 28.43859
H35 -19.45005 7.72527 28.49688
H36 -20.59169 5.60104 28.07892
H37 -22.19501 6.40238 27.89811
Br7 -23.96321 4.25703 27.93989
C37 -24.74737 4.55466 29.69376
C38 -24.92992 3.21888 30.40349
Br8 -25.96787 3.79092 32.08802
H38 -25.67342 5.06377 29.42663
H39 -24.21003 5.31455 30.26117
H40 -24.05532 2.65710 30.73149
H41 -25.54800 2.53603 29.82056
Br9 -19.97533 3.79059 33.89571
C39 -19.56870 3.14174 32.04858
C40 -20.90433 2.95724 31.27803
Br10 -20.59066 2.90983 29.33476
H42 -19.00334 2.21773 32.16969
H43 -18.89565 3.78284 31.47930
H44 -21.50180 3.85911 31.41133
H45 -21.56695 2.10907 31.45017

Calculated values
HOMO-LUMO gap (eV): 8.344
SMILES: O=[N+]([O-])c1ccccc1.O=[N+]([O-])c1ccccc1.O=[N+]([O-])c1ccccc1.O=[N+]([O-])c1ccccc1.O=[N+]([O-])c1ccccc1.BrCCBr.BrCCBr.BrCCBr.BrCCBr.BrCCBr
HOMO (eV): -9.7

Atom charges from the Mulliken analysis, given in e for atoms 1 to 6: number 1, O, carries -0.571; number 2, N, carries 0.946; number 3, O, carries -0.559; number 4, C, carries -0.058; number 5, C, carries -0.321; number 6, C, carries -0.503



DFT (ωB97M-V/def2-TZVPD) results for 13 unconnected molecules or ions with the total composition C19H54BO20.

Atoms and positions in Å:
O1 1.29386 1.66588 2.24473
C1 0.83066 1.57206 1.10052
O2 0.45296 0.43604 0.53850
B1 -0.14602 0.74065 -0.77969
O3 0.20402 2.15339 -1.04856
C2 0.86137 2.65951 -0.05224
O4 1.30412 3.81875 0.09323
O5 -1.58762 0.47213 -0.89659
C3 -1.82409 -0.64010 -1.62345
O6 -2.85629 -1.25721 -1.80073
C4 -0.47432 -1.02155 -2.20616
O7 0.46958 -0.18463 -1.73987
O8 -0.33872 -1.93360 -3.04594
C5 -2.87300 8.91006 -2.37319
O9 -1.51942 9.32320 -2.42202
H1 -3.14125 8.28248 -1.52333
H2 -3.57373 9.73969 -2.46708
H3 -3.12425 8.23450 -3.19087
H4 -1.01762 8.57257 -2.09590
C6 6.56119 6.50611 3.72102
O10 6.80405 5.14127 3.74000
H5 7.44407 7.05084 4.05551
H6 6.38463 6.76765 2.67769
H7 5.77279 6.76717 4.42696
H8 6.02932 4.59180 3.60052
C7 6.98721 1.70660 -2.22709
O11 8.20865 2.21048 -1.64789
H9 6.22394 1.32143 -1.55095
H10 6.49208 2.57973 -2.65205
H11 7.14674 0.91828 -2.96277
H12 8.10751 2.69036 -0.82262
C8 -4.84700 4.31286 4.59886
C9 -5.98857 3.80068 3.72367
O12 -5.54116 3.77889 2.42104
H13 -4.41588 5.25319 4.25533
H14 -4.00023 3.63172 4.51455
H15 -5.27595 4.33899 5.60057
H16 -6.95295 4.29797 3.82753
H17 -6.18539 2.78034 4.05270
H18 -4.99984 2.99131 2.32992
C10 3.46284 -5.15643 3.85823
C11 4.74819 -4.34208 3.51776
O13 4.46591 -3.41634 2.47443
H19 2.66087 -4.48276 4.16005
H20 3.58163 -5.89820 4.64802
H21 2.92423 -5.76026 3.12789
H22 5.55442 -4.97735 3.15096
H23 4.96631 -3.89947 4.48966
H24 3.65811 -2.92808 2.64953
C12 -4.17712 -3.80708 4.57780
C13 -5.30825 -4.02220 3.62284
O14 -6.17769 -2.91549 3.84819
H25 -4.51654 -3.66672 5.60405
H26 -3.66218 -2.87591 4.34143
H27 -3.42258 -4.59361 4.58895
H28 -5.79718 -4.98268 3.78568
H29 -4.89954 -4.04441 2.61261
H30 -6.85833 -2.89692 3.17143
C14 0.73565 0.27340 -9.11328
C15 2.05436 0.92947 -8.68819
O15 2.09262 2.34604 -8.98962
H31 0.44437 0.47138 -10.14481
H32 -0.07454 0.68659 -8.51249
H33 0.76574 -0.78187 -8.84196
H34 2.91641 0.27432 -8.81363
H35 1.94787 1.07236 -7.61286
H36 2.70224 2.40457 -9.72890
C16 -9.98846 -4.85799 -3.79144
C17 -9.36997 -5.42411 -5.03997
O16 -10.39724 -5.85838 -5.93810
H37 -9.19257 -4.68219 -3.06773
H38 -10.75555 -5.47580 -3.32454
H39 -10.57373 -3.95362 -3.95779
H40 -8.62697 -6.20474 -4.87663
H41 -8.92727 -4.56135 -5.53772
H42 -9.96114 -6.09994 -6.75851
C18 6.42361 3.61452 9.84754
C19 6.27484 2.11309 9.30428
O17 4.85173 1.96899 9.16734
H43 5.72803 4.26042 9.31173
H44 7.45120 3.93857 9.68274
H45 6.14759 3.68638 10.89957
H46 6.66912 1.43825 10.06405
H47 6.71815 2.04354 8.31093
H48 4.58216 2.07551 8.25214
O18 2.41687 -8.06424 -3.55379
H49 1.58156 -7.98945 -3.09240
H50 2.50396 -7.23736 -4.02805
O19 -1.88834 -7.30722 -8.22846
H51 -1.82542 -6.47750 -7.75536
H52 -2.78633 -7.32735 -8.55929
O20 4.04128 -3.92612 -5.57789
H53 3.13027 -3.69343 -5.39856
H54 4.08931 -3.99019 -6.53173

Calculated values
HOMO-LUMO gap (eV): 9.171
Net charge: -1
HOMO (eV): -7.4

Atom charges from the Mulliken analysis, given in e for atoms 1 to 6: number 1, O, carries -0.653; number 2, C, carries 0.618; number 3, O, carries -0.458; number 4, B, carries 0.971; number 5, O, carries -0.442; number 6, C, carries 0.593